The following is a quantum chemistry calculation of a 8-piece molecular cluster, H16O8 overall, from the OMol25 dataset.

```
24
Properties=species:S:1:pos:R:3:forces:R:3
O -3.582 -3.426 0.807 0.10 0.23 -0.01
H -4.459 -3.656 0.500 -0.24 -0.02 -0.08
H -3.209 -4.254 1.109 0.15 -0.20 0.09
O 0.141 -0.339 -1.008 0.23 -0.08 0.13
H -0.752 -0.441 -0.677 -0.25 -0.08 0.10
H 0.055 0.264 -1.746 0.01 0.14 -0.22
O 4.529 3.159 -1.604 -0.08 -0.03 -0.24
H 4.158 2.814 -0.792 -0.13 -0.14 0.19
H 5.256 3.712 -1.320 0.20 0.14 0.02
O -3.829 -0.608 -4.142 0.17 0.15 0.04
H -3.833 -1.556 -4.014 0.06 -0.25 0.04
H -4.728 -0.396 -4.394 -0.22 0.10 -0.07
O -0.861 3.695 3.541 0.04 -0.22 0.13
H -0.440 4.554 3.513 0.14 0.21 0.04
H -1.606 3.773 2.945 -0.20 -0.01 -0.16
O -3.513 0.251 5.415 -0.18 -0.03 0.16
H -3.346 -0.347 4.687 0.02 -0.19 -0.18
H -2.917 0.985 5.266 0.18 0.23 0.00
O 5.067 -0.441 -5.055 0.15 -0.18 0.02
H 4.818 0.320 -4.531 -0.03 0.21 0.21
H 4.556 -0.356 -5.860 -0.11 -0.02 -0.21
O 3.092 -2.859 2.478 0.15 -0.18 0.05
H 2.866 -2.215 3.149 -0.03 0.15 0.19
H 2.537 -2.633 1.732 -0.13 0.05 -0.25
```
Forces are in eV/Å.

Summary:
- Energy relative to the best compared isomer or geometry (same formula, charge and spin): 67.73 kcal per mole
- Orbital gap: 11.67 eV
- SMILES string: O.O.O.O.O.O.O.O
- Lowest unoccupied orbital energy: 0.31 eV

=====

The following is a quantum chemistry calculation of a 8-piece molecular cluster, H16O8 overall at a distorted geometry, from the OMol25 dataset.

```
24
Properties=species:S:1:pos:R:3:forces:R:3
O -2.294 0.322 -3.690 -0.18 0.07 0.06
H -2.911 -0.313 -4.056 -0.28 -0.08 -0.22
H -1.654 -0.210 -3.218 0.32 0.05 0.07
O 0.110 1.261 -2.716 0.42 -0.56 0.45
H -0.276 1.963 -3.239 -0.37 0.26 -0.02
H 0.887 0.994 -3.207 0.24 0.03 -0.27
O 2.210 -0.967 0.514 0.24 -0.55 -0.10
H 2.891 -1.426 1.007 0.30 -0.36 0.08
H 2.577 -0.867 -0.365 0.20 0.16 -0.39
O 2.308 0.319 2.877 -0.60 -0.20 0.57
H 2.014 -0.124 2.081 0.17 0.52 -0.46
H 3.223 0.056 2.974 0.33 0.09 0.25
O -1.412 3.240 -0.324 0.13 0.13 0.00
H -1.296 2.394 0.108 0.15 -0.22 0.11
H -2.212 3.140 -0.839 -0.26 0.07 -0.17
O -0.106 0.032 -0.094 -1.31 -0.24 0.70
H 0.175 0.249 -0.983 -0.32 0.62 -0.90
H 0.624 -0.467 0.273 0.35 -0.23 0.33
O -0.076 -1.704 3.007 -1.06 -0.44 -0.56
H 0.524 -0.965 3.114 0.41 0.84 0.36
H 0.489 -2.438 2.766 0.30 -0.44 0.04
O -2.294 -1.437 1.470 -1.78 0.70 0.51
H -1.583 -1.915 1.897 1.82 -1.10 1.55
H -1.917 -1.135 0.644 0.79 0.88 -1.99
```
Forces are in eV/Å.

Summary:
- Net charge: +1
- 2S+1: 2
- Energy relative to the best compared isomer or geometry (same formula, charge and spin): 26.03 kcal per mole
- Orbital gap (spin up / spin down): 10.06 / 2.74 eV
- <S²>: 0.75
- Lowest unoccupied orbital energy (spin up / spin down): -3.67 / -10.95 eV

=====

The following is a quantum chemistry calculation of H16O8Xe as an isolated structure, from the OMol25 dataset.

```
25
Properties=species:S:1:pos:R:3:forces:R:3
Xe 16.349 2.266 -5.153 0.04 0.22 0.21
O 17.345 2.561 -1.018 -0.07 0.46 0.13
H 18.265 2.732 -1.220 0.19 0.06 -0.02
H 17.198 1.661 -1.311 -0.16 -0.67 -0.14
O 15.825 -0.436 -7.040 0.31 -0.63 0.39
H 15.493 0.392 -7.387 -0.49 0.42 -0.07
H 16.114 -0.921 -7.813 0.02 -0.30 -0.11
O 13.413 4.729 -5.038 0.04 -0.18 -0.23
H 12.584 5.205 -5.090 -0.22 0.11 -0.03
H 13.854 5.098 -4.272 0.19 0.04 0.22
O 16.792 -0.397 -1.759 0.57 0.25 0.53
H 16.420 -0.872 -1.016 0.01 -0.04 0.27
H 16.124 -0.455 -2.441 -0.44 -0.01 -0.74
O 17.740 1.661 -8.411 0.26 -0.28 -0.20
H 16.798 1.603 -8.253 -0.43 0.25 -0.04
H 18.061 0.769 -8.281 0.30 -0.09 0.13
O 14.911 1.802 -8.397 -0.07 -0.05 -0.07
H 14.501 1.559 -9.226 -0.05 -0.14 -0.34
H 14.418 2.566 -8.099 -0.05 0.35 0.35
O 18.494 4.250 -8.609 0.11 0.76 -0.16
H 18.212 3.342 -8.493 0.02 -0.59 -0.02
H 18.663 4.564 -7.721 0.06 0.13 0.15
O 15.096 -0.809 -3.947 -0.20 0.07 0.40
H 15.560 -0.708 -4.778 0.19 0.13 -0.59
H 14.913 -1.746 -3.886 -0.12 -0.28 -0.01
```
Forces are in eV/Å.

Summary:
- Energy relative to the best compared isomer or geometry (same formula, charge and spin): 6.23 kcal per mole
- Orbital gap: 10.54 eV
- Lowest unoccupied orbital energy: 0.03 eV

=====

The following is a quantum chemistry calculation of a 9-piece molecular cluster, H18NO11S overall at a distorted geometry, from the OMol25 dataset.

```
31
Properties=species:S:1:pos:R:3:forces:R:3
N -0.144 0.501 -0.535 -9.76 -7.50 -3.37
H -1.103 0.720 -0.283 -0.65 -0.79 0.73
H -0.222 -0.140 -1.270 0.97 -1.17 -1.48
H 0.266 0.225 0.194 4.44 -4.33 7.91
H 0.115 1.294 -0.608 5.52 13.22 -3.05
S 1.771 -1.216 3.065 -3.16 6.26 -1.33
O 0.390 -1.396 2.603 -2.70 0.12 -1.57
O 1.787 -0.163 4.035 -0.05 2.65 1.46
O 2.217 -2.359 3.591 3.85 -9.88 4.15
O 2.589 -0.855 1.919 1.86 0.94 -3.52
O 2.115 -1.631 -0.625 0.59 1.59 0.52
H 2.323 -1.513 0.350 0.07 0.60 -0.04
H 1.782 -2.496 -0.590 -0.86 -1.98 -0.32
O -3.793 -0.030 -0.636 2.73 1.37 0.96
H -3.561 0.330 -1.482 -0.15 0.13 -0.63
H -4.600 -0.449 -0.704 -2.60 -1.38 -0.39
O -0.897 2.181 1.819 0.21 -0.12 0.51
H -0.187 2.473 2.425 -0.26 -0.31 -0.51
H -1.220 1.380 2.266 0.23 0.10 -0.12
O -1.353 -1.945 0.805 0.79 0.06 -0.74
H -2.072 -1.830 1.413 -0.40 0.06 0.46
H -0.529 -1.863 1.395 -0.34 0.07 0.19
O -0.603 2.824 -2.754 -0.07 1.86 1.93
H -0.474 3.750 -2.367 -0.29 -2.01 -0.67
H -0.375 2.939 -3.660 0.35 0.03 -1.17
O 2.976 1.337 0.520 -1.61 0.93 2.10
H 2.963 0.448 0.934 -0.23 -0.25 0.76
H 3.397 1.260 -0.282 1.54 -0.41 -2.77
O -0.901 -1.319 -3.723 1.10 3.27 1.91
H -1.373 -0.433 -3.603 0.37 -2.67 -1.02
H -1.270 -2.015 -4.220 -1.49 -0.46 -0.90
```
Forces are in eV/Å.

Summary:
- Net charge: -1
- Energy relative to the best compared isomer or geometry (same formula, charge and spin): 14.84 kcal per mole
- Orbital gap: 4.85 eV
- Lowest unoccupied orbital energy: 1.41 eV

=====

The following is a quantum chemistry calculation of a 10-piece molecular cluster, H18NO12 overall at a distorted geometry, from the OMol25 dataset.

```
31
Properties=species:S:1:pos:R:3:forces:R:3
N -0.249 -0.675 -0.332 -0.27 3.16 3.87
O -0.948 -1.554 0.067 -0.91 -2.95 0.06
O -0.429 -0.154 -1.420 0.59 -0.01 -0.89
O 0.467 -0.042 0.527 0.22 -0.63 -1.40
O -2.941 -2.108 1.739 -8.88 -7.43 3.51
H -2.605 -3.034 2.026 -1.47 2.09 -0.54
H -2.197 -1.791 1.565 10.09 5.26 -2.76
O -0.928 1.587 3.233 -4.18 0.68 -1.26
H -1.325 1.390 2.319 1.43 0.32 1.97
H -0.049 1.353 3.307 3.02 -1.00 -0.31
O 0.672 2.524 -0.530 -2.07 -1.90 0.03
H 0.047 1.785 -0.094 2.53 2.80 -0.73
H 1.013 3.183 0.077 -0.40 -0.44 0.58
O -1.096 0.474 -3.621 -3.03 0.12 -7.30
H -0.513 1.092 -3.986 1.38 1.26 -0.11
H -0.992 0.284 -2.782 1.10 -0.95 5.92
O 1.938 0.385 2.769 -1.25 -0.41 -3.09
H 2.731 0.809 2.319 -1.80 -0.89 0.44
H 1.228 0.062 1.957 3.10 1.22 2.79
O -0.045 -4.290 -0.420 0.42 -3.56 -1.65
H -0.759 -3.808 -0.105 -1.11 2.21 0.98
H 0.825 -3.964 -0.352 0.76 1.28 0.62
O 3.150 1.437 -1.089 0.45 -2.13 -1.02
H 2.877 0.557 -1.487 1.55 0.40 0.48
H 2.238 1.669 -1.134 -1.58 1.88 0.75
O -2.028 1.895 0.809 -1.52 -0.88 -2.77
H -2.352 1.445 -0.044 1.04 0.43 1.79
H -2.647 2.634 0.792 0.25 0.32 0.55
O 1.996 -0.831 -2.224 -1.55 -2.44 1.08
H 1.902 -1.693 -1.699 0.90 1.65 -1.11
H 1.019 -0.620 -2.189 1.16 0.53 -0.47
```
Forces are in eV/Å.

Summary:
- Net charge: -1
- Energy relative to the best compared isomer or geometry (same formula, charge and spin): 106.19 kcal per mole
- Orbital gap: 9.86 eV
- Lowest unoccupied orbital energy: 2.72 eV

=====

The following is a quantum chemistry calculation of a 10-piece molecular cluster, H18NO12 overall at a distorted geometry, from the OMol25 dataset.

```
31
Properties=species:S:1:pos:R:3:forces:R:3
N -0.066 -0.426 0.055 3.21 1.47 2.17
O 0.983 -0.674 0.770 -1.89 0.54 -1.45
O -0.437 -1.211 -0.771 -1.42 -1.59 -1.49
O -0.597 0.677 0.128 -0.50 1.02 0.65
O 1.815 2.501 -0.923 3.48 7.03 -7.68
H 1.300 2.097 -0.395 -5.86 -4.78 6.45
H 1.134 3.118 -1.429 2.36 -2.03 1.42
O 1.212 -3.107 -0.976 1.18 0.31 -0.28
H 0.470 -3.659 -1.078 -1.05 -2.15 -0.25
H 0.654 -2.317 -0.969 0.60 0.84 0.41
O 0.412 3.011 2.038 1.27 -4.52 1.69
H 0.115 2.074 1.758 0.71 2.19 0.51
H -0.058 3.585 1.524 -2.02 2.26 -2.23
O -2.293 0.334 -2.983 -3.77 1.27 1.74
H -1.978 0.069 -2.119 1.27 -0.01 -0.01
H -3.231 0.593 -2.550 2.72 -0.60 -2.08
O 0.858 -2.029 2.961 1.33 -2.99 1.71
H 1.734 -2.566 2.784 -2.88 2.86 -0.36
H 0.578 -1.236 2.497 1.37 -0.42 -0.78
O -3.030 -1.742 -1.269 -3.20 3.73 -0.97
H -2.198 -1.333 -1.241 1.85 0.63 0.23
H -2.872 -2.593 -1.089 0.82 -5.03 1.11
O 1.932 -0.078 -2.051 0.12 -0.95 -1.31
H 1.833 0.165 -1.130 0.22 -0.51 0.11
H 1.829 -1.051 -2.197 0.12 1.27 0.83
O 2.825 0.174 2.813 7.21 3.65 5.26
H 3.786 0.571 2.556 -4.09 -1.67 0.32
H 2.352 -0.112 2.139 -2.92 -1.82 -5.57
O -3.055 1.852 0.059 -3.19 1.33 -0.50
H -2.254 1.495 0.355 1.73 -1.13 0.97
H -3.758 1.818 0.745 1.23 -0.19 -0.60
```
Forces are in eV/Å.

Summary:
- Net charge: -1
- Energy relative to the best compared isomer or geometry (same formula, charge and spin): 112.60 kcal per mole
- Orbital gap: 10.36 eV
- Lowest unoccupied orbital energy: 2.98 eV

=====

The following is a quantum chemistry calculation of a 8-piece molecular cluster, H18NO7 overall at a distorted geometry, from the OMol25 dataset.

```
26
Properties=species:S:1:pos:R:3:forces:R:3
N 0.886 -0.272 -1.869 -1.67 -0.64 -2.17
H 1.565 -0.754 -1.290 1.08 -0.72 -0.99
H 0.762 0.546 -1.357 -0.20 2.83 0.87
H 0.930 0.013 -2.941 0.79 -1.20 2.99
H -0.046 -0.718 -1.737 0.39 -0.14 -0.61
H -1.880 1.016 0.979 -0.02 -0.88 -0.38
H -1.718 2.414 1.000 -1.42 3.06 0.17
O -1.189 1.671 0.981 1.96 -1.66 -0.11
H 1.185 -1.460 1.741 -2.54 -2.85 1.56
H 2.231 -0.491 2.201 -1.09 -0.51 -1.79
O 1.718 -0.823 1.395 3.54 3.38 -0.02
H 0.004 2.808 -0.806 -0.74 0.24 1.03
H 0.926 3.545 -1.798 -0.12 -0.24 0.16
O 0.601 2.677 -1.522 0.82 -0.27 -1.08
H -2.202 -0.357 -1.384 0.38 -0.49 -1.10
H -2.456 -0.404 -2.938 0.89 -0.42 0.86
O -1.820 -0.699 -2.238 -1.38 0.91 0.50
H -0.106 -1.376 4.872 -1.64 2.52 -0.79
H -1.056 -0.023 4.650 -2.45 2.07 2.53
O -0.473 -0.611 4.306 4.13 -4.64 -1.76
H 4.760 -2.005 -1.977 -0.59 -0.32 -0.88
H 4.170 -2.286 -0.712 -1.30 -0.66 -1.52
O 3.911 -2.394 -1.688 1.74 1.10 2.46
H -4.051 -0.078 0.061 -1.58 -0.06 -0.12
H -3.397 0.061 1.529 -0.48 -0.43 -1.74
O -3.253 -0.003 0.543 1.50 0.04 1.94
```
Forces are in eV/Å.

Summary:
- Net charge: +1
- Energy relative to the best compared isomer or geometry (same formula, charge and spin): 76.47 kcal per mole
- Orbital gap: 11.31 eV
- Lowest unoccupied orbital energy: -2.79 eV

=====

The following is a quantum chemistry calculation of a 8-piece molecular cluster, H18NO7 overall, from the OMol25 dataset.

```
26
Properties=species:S:1:pos:R:3:forces:R:3
N -0.028 0.246 0.085 0.58 0.25 -0.24
H 0.089 0.027 1.082 -0.63 -0.52 -0.23
H 0.910 0.145 -0.320 -0.20 0.55 0.01
H -0.362 1.223 -0.011 0.27 -0.40 -0.26
H -0.618 -0.387 -0.487 -0.30 0.01 0.70
O 0.067 3.064 -0.759 -0.06 0.15 0.23
H 0.837 3.450 -0.319 -0.05 -0.02 -0.16
H -0.607 3.754 -0.699 0.11 -0.06 -0.04
O 0.612 -3.588 1.119 0.02 0.16 -0.06
H 0.031 -4.281 1.451 0.04 0.07 -0.04
H 0.230 -2.754 1.424 -0.04 -0.21 0.10
O -2.803 1.496 -0.442 0.36 0.26 -0.05
H -2.507 1.791 -1.313 -0.19 -0.10 0.02
H -3.093 2.305 -0.003 -0.12 -0.17 0.00
O -0.593 -1.212 2.662 0.11 -0.14 0.05
H -1.403 -1.695 2.872 0.04 0.17 0.00
H 0.003 -1.380 3.405 -0.06 0.05 -0.10
O -1.040 -1.746 -1.686 0.22 0.12 -0.16
H -0.193 -1.755 -2.148 -0.10 -0.16 -0.02
H -1.649 -2.205 -2.278 -0.06 0.07 0.17
O 1.274 0.728 -2.489 -0.01 -0.23 -0.20
H 1.045 1.497 -3.026 0.00 0.00 0.18
H 1.606 0.083 -3.127 0.08 0.15 0.06
O 2.408 0.163 1.676 0.12 0.34 -0.16
H 2.490 1.076 1.982 0.02 -0.15 0.10
H 3.294 -0.045 1.351 -0.13 -0.15 0.10
```
Forces are in eV/Å.

Summary:
- Net charge: +1
- Energy relative to the best compared isomer or geometry (same formula, charge and spin): 34.86 kcal per mole
- Orbital gap: 10.85 eV
- Lowest unoccupied orbital energy: -2.91 eV

=====

Please write out number 6 again, unchanged.
The following is a quantum chemistry calculation of a 10-piece molecular cluster, H18NO12 overall at a distorted geometry, from the OMol25 dataset.

```
31
Properties=species:S:1:pos:R:3:forces:R:3
N -0.066 -0.426 0.055 3.21 1.47 2.17
O 0.983 -0.674 0.770 -1.89 0.54 -1.45
O -0.437 -1.211 -0.771 -1.42 -1.59 -1.49
O -0.597 0.677 0.128 -0.50 1.02 0.65
O 1.815 2.501 -0.923 3.48 7.03 -7.68
H 1.300 2.097 -0.395 -5.86 -4.78 6.45
H 1.134 3.118 -1.429 2.36 -2.03 1.42
O 1.212 -3.107 -0.976 1.18 0.31 -0.28
H 0.470 -3.659 -1.078 -1.05 -2.15 -0.25
H 0.654 -2.317 -0.969 0.60 0.84 0.41
O 0.412 3.011 2.038 1.27 -4.52 1.69
H 0.115 2.074 1.758 0.71 2.19 0.51
H -0.058 3.585 1.524 -2.02 2.26 -2.23
O -2.293 0.334 -2.983 -3.77 1.27 1.74
H -1.978 0.069 -2.119 1.27 -0.01 -0.01
H -3.231 0.593 -2.550 2.72 -0.60 -2.08
O 0.858 -2.029 2.961 1.33 -2.99 1.71
H 1.734 -2.566 2.784 -2.88 2.86 -0.36
H 0.578 -1.236 2.497 1.37 -0.42 -0.78
O -3.030 -1.742 -1.269 -3.20 3.73 -0.97
H -2.198 -1.333 -1.241 1.85 0.63 0.23
H -2.872 -2.593 -1.089 0.82 -5.03 1.11
O 1.932 -0.078 -2.051 0.12 -0.95 -1.31
H 1.833 0.165 -1.130 0.22 -0.51 0.11
H 1.829 -1.051 -2.197 0.12 1.27 0.83
O 2.825 0.174 2.813 7.21 3.65 5.26
H 3.786 0.571 2.556 -4.09 -1.67 0.32
H 2.352 -0.112 2.139 -2.92 -1.82 -5.57
O -3.055 1.852 0.059 -3.19 1.33 -0.50
H -2.254 1.495 0.355 1.73 -1.13 0.97
H -3.758 1.818 0.745 1.23 -0.19 -0.60
```
Forces are in eV/Å.

Summary:
- Net charge: -1
- Energy relative to the best compared isomer or geometry (same formula, charge and spin): 112.60 kcal per mole
- Orbital gap: 10.36 eV
- Lowest unoccupied orbital energy: 2.98 eV

=====

Question: Which value of energy relative to the best compared isomer or geometry (same formula, charge and spin) does entry 6 give?
Answer: 112.60 kcal per mole

=====

Question: Number 2 is which compound?
Answer: H16O8